Arrangement i

The following is a DFT calculation (ωB97M-V/def2-TZVPD) of one molecule with the formula C7H7NO.

* E_HOMO: -9.6 eV
* multiplicity: 1

Each atom is followed by the atoms it is bonded to, with distances in Å.
CARTESIAN COORDINATES (ANGSTROEM)
1 C 2.19530 0.93524 1.18349  C2 1.483, H10 1.230, H11 0.992, H12 1.261
2 C 1.58910 0.75423 -0.15752  C1 1.483, O3 1.217, C4 1.520
3 O 2.19407 1.09706 -1.15575  C2 1.217
4 C 0.21678 0.10773 -0.24747  C2 1.520, C5 1.337, N9 1.351
5 C -0.52014 0.23900 -1.35586  C4 1.337, C6 1.437, H13 1.092
6 C -1.79064 -0.42344 -1.46596  C5 1.437, C7 1.323, H14 1.011
7 C -2.22178 -1.00859 -0.36107  C6 1.323, C8 1.416, H15 0.978
8 C -1.42915 -1.14337 0.80468  C7 1.416, N9 1.392, H16 1.223
9 N -0.17359 -0.54624 0.86856  C4 1.351, C8 1.392
10 H 3.32092 1.42308 1.26946  C1 1.230
11 H 1.61334 1.34429 1.87523  C1 0.992
12 H 2.27936 -0.25989 1.57605  C1 1.261
13 H -0.05863 0.77431 -2.18773  C5 1.092
14 H -2.43680 -0.28015 -2.23044  C6 1.011
15 H -3.16724 -1.22996 -0.24712  C7 0.978
16 H -1.61089 -1.78331 1.83146  C8 1.223

***

Arrangement ii

The following is a DFT calculation (ωB97M-V/def2-TZVPD) of one molecule with the formula C7H7NO.

* E_HOMO: -9.1 eV
* multiplicity: 1

Each atom is followed by the atoms it is bonded to, with distances in Å.
CARTESIAN COORDINATES (ANGSTROEM)
1 C 4.83192 0.90361 -0.03779  C2 1.457, H10 1.100, H11 1.099, H12 1.099
2 C 3.38215 0.81271 -0.14514  C1 1.457, C3 1.216
3 C 2.17169 0.74227 -0.23579  C2 1.216, C4 1.381
4 C 0.79291 0.71224 -0.31358  C3 1.381, C5 1.216
5 C -0.42006 0.67025 -0.38467  C4 1.216, C6 1.457
6 C -1.87059 0.60524 -0.51088  C5 1.457, C7 1.528, H13 1.100, H14 1.101
7 C -2.56258 -0.40413 0.40403  C6 1.528, N8 1.338, O9 1.238
8 N -2.23189 -1.69470 0.27635  C7 1.338, H15 1.012, H16 1.066
9 O -3.69887 -0.15239 0.82683  C7 1.238
10 H 5.11559 1.60944 0.75612  C1 1.100
11 H 5.26172 -0.07946 0.20135  C1 1.099
12 H 5.26814 1.25225 -0.98485  C1 1.099
13 H -2.31944 1.58602 -0.29387  C6 1.100
14 H -2.14863 0.35224 -1.54586  C6 1.101
15 H -1.28649 -2.00183 0.46638  N8 1.012
16 H -3.13418 -2.26142 0.27685  N8 1.066

***

Which of them is most stable, and which least? Most stable: arrangement i; least stable: arrangement ii.

***

Arrangement i

The following is a DFT calculation (ωB97M-V/def2-TZVPD) of one molecule with the formula C2H4N2S3.

* E_HOMO: -7.1 eV
* multiplicity: 1

Each atom is followed by the atoms it is bonded to, with distances in Å.
CARTESIAN COORDINATES (ANGSTROEM)
1 S 2.63238 -0.56563 0.41186  C2 1.765, H8 1.431
2 C 1.01661 0.11516 0.21196  S1 1.765, C3 1.495, N7 1.396
3 C 0.47391 1.20020 -0.66230  C2 1.495, S4 1.783, H9 1.092
4 S -1.20492 1.36229 -0.08499  C3 1.783, N5 1.709
5 N -1.33344 -0.22084 0.54627  S4 1.709, S6 1.967, N7 1.366
6 S -2.35368 -1.41953 -0.63257  N5 1.967, H10 1.438
7 N -0.04131 -0.59620 0.78074  C2 1.396, N5 1.366, H11 1.030
8 H 3.33627 0.18581 -0.58250  S1 1.431
9 H 0.94862 1.99588 -1.24006  C3 1.092
10 H -3.57447 -0.75481 -0.26616  S6 1.438
11 H 0.10001 -1.30234 1.51774  N7 1.030

***

Arrangement ii

The following is a DFT calculation (ωB97M-V/def2-TZVPD) of one molecule with the formula C2H4N2S3.

* E_HOMO: -8.6 eV
* multiplicity: 1

Each atom is followed by the atoms it is bonded to, with distances in Å.
CARTESIAN COORDINATES (ANGSTROEM)
1 S 1.83264 1.92962 -0.13092  C2 1.689
2 C 0.76136 0.64393 0.09925  S1 1.689, C3 1.483, N6 1.332
3 C -0.71299 0.80559 0.10073  C2 1.483, N4 1.282, H8 1.068
4 N -1.47617 -0.22244 0.03556  C3 1.282, S5 1.726
5 S -3.18351 -0.09873 -0.18319  N4 1.726, H9 1.360
6 N 1.08417 -0.64855 0.09277  C2 1.332, S7 1.716, H10 1.078
7 S 2.61202 -1.39456 -0.13717  N6 1.716, H11 1.368
8 H -1.13738 1.78288 0.03148  C3 1.068
9 H -3.20362 -1.40098 0.20773  S5 1.360
10 H 0.16412 -1.20761 0.03740  N6 1.078
11 H 3.25936 -0.18915 -0.15364  S7 1.368

***

Which of them is most stable, and which least? Most stable: arrangement ii; least stable: arrangement i.

***

Arrangement i

The following is a DFT calculation (ωB97M-V/def2-TZVPD) of one molecule with the formula C2H4N2S3.

* E_HOMO: -9.2 eV
* multiplicity: 1

Each atom is followed by the atoms it is bonded to, with distances in Å.
CARTESIAN COORDINATES (ANGSTROEM)
1 S 1.38661 1.96870 0.64225  C2 1.818, H8 1.365
2 C 0.36405 0.46943 0.53910  S1 1.818, S3 2.013, N4 1.438, S7 1.777
3 S -0.48428 0.11575 2.33024  C2 2.013, H9 1.323
4 N -0.91551 0.66709 -0.08707  C2 1.438, N5 1.258
5 N -1.26697 -0.19458 -0.93302  N4 1.258, C6 1.440
6 C -0.26679 -1.20905 -1.14148  N5 1.440, S7 1.813, H10 1.166, H11 1.089
7 S 1.15082 -1.02039 -0.02680  C2 1.777, C6 1.813
8 H 2.01795 1.33377 -0.38836  S1 1.365
9 H -1.22244 1.20760 2.21144  S3 1.323
10 H -0.94787 -2.14733 -1.01332  C6 1.166
11 H 0.18442 -1.19100 -2.13299  C6 1.089

***

Arrangement ii

The following is a DFT calculation (ωB97M-V/def2-TZVPD) of one molecule with the formula C2H4N2S3.

* E_HOMO: -8.4 eV
* multiplicity: 1

Each atom is followed by the atoms it is bonded to, with distances in Å.
CARTESIAN COORDINATES (ANGSTROEM)
1 S -0.54991 2.53870 -0.14342  C2 1.648
2 C -1.35906 1.10657 -0.04000  S1 1.648, N3 1.337, H8 1.073
3 N -0.84757 -0.12840 -0.05284  C2 1.337, S4 1.725, C5 1.394
4 S -1.99319 -1.41495 -0.13832  N3 1.725, H9 1.320
5 C 0.48463 -0.44877 -0.31070  N3 1.394, N6 1.277, H10 1.082
6 N 1.43487 0.23230 0.20211  C5 1.277, S7 1.695
7 S 2.98576 -0.35657 -0.14704  N6 1.695, H11 1.335
8 H -2.42755 1.00999 -0.02740  C2 1.073
9 H -1.98758 -1.82923 1.11544  S4 1.320
10 H 0.60232 -1.32128 -0.93908  C5 1.082
11 H 3.65729 0.61165 0.48125  S7 1.335

***

Which of them is most stable, and which least? Most stable: arrangement ii; least stable: arrangement i.

***

Arrangement i

The following is a DFT calculation (ωB97M-V/def2-TZVPD) of one molecule with the formula C7H13NOS2.

* E_HOMO: -8.8 eV
* multiplicity: 1

Each atom is followed by the atoms it is bonded to, with distances in Å.
CARTESIAN COORDINATES (ANGSTROEM)
1 C -1.27535 -2.27774 1.10028  H8 1.230, H9 1.141, H10 1.194, S23 1.911
2 C -2.37813 0.16570 0.13668  C3 1.541, H11 1.094, H12 1.128, S23 1.788
3 C -1.47773 0.98585 -0.80767  C2 1.541, C4 1.494, H13 1.154, H14 1.135
4 C -0.00362 0.82284 -0.99054  C3 1.494, C5 1.575, H15 1.168, H16 1.091
5 C 0.80228 1.18771 0.31207  C4 1.575, C6 1.507, H17 1.155, H18 1.204
6 C 2.28933 0.95987 0.39676  C5 1.507, H19 1.101, H20 1.113, N21 1.478
7 C 3.63123 -0.89181 -0.28358  N21 1.244, S24 1.870
8 H -1.76774 -3.38336 1.32084  C1 1.230
9 H -1.34934 -1.59690 2.01241  C1 1.141
10 H -0.15239 -2.15061 0.71453  C1 1.194
11 H -3.38375 0.59146 0.07153  C2 1.094
12 H -2.11759 0.29009 1.22678  C2 1.128
13 H -1.83980 1.02788 -1.90218  C3 1.154
14 H -1.81819 2.04216 -0.57072  C3 1.135
15 H 0.31363 -0.19153 -1.47393  C4 1.168
16 H 0.31600 1.54889 -1.73890  C4 1.091
17 H 0.75169 2.34107 0.35785  C5 1.155
18 H 0.20953 0.86644 1.30992  C5 1.204
19 H 2.63163 1.56631 -0.45570  C6 1.101
20 H 2.67584 1.50911 1.28384  C6 1.113
21 N 2.63639 -0.47571 0.33642  C6 1.478, C7 1.244
22 O -1.68006 -1.90469 -1.56474  S23 1.526
23 S -2.41110 -1.57569 -0.26646  C1 1.911, C2 1.788, O22 1.526
24 S 5.39724 -1.45736 -0.52548  C7 1.870

***

Arrangement ii

The following is a DFT calculation (ωB97M-V/def2-TZVPD) of a 2-piece molecular cluster, C7H13NOS2 overall.

* E_HOMO (alpha / beta): -7.6 / -7.7 eV
* multiplicity: 1

Each atom is followed by the atoms it is bonded to, with distances in Å.
CARTESIAN COORDINATES (ANGSTROEM)
1 C 0.24213 -0.74538 0.28922  S10 1.626, S11 1.690
2 C -3.85492 0.23213 -0.04690  C3 1.494, C4 1.488, H12 1.131, H13 1.130
3 C -3.32205 -0.37119 -1.30551  C2 1.494, C4 1.476, H14 1.182, H15 1.104
4 C -2.74703 -0.75963 -0.00328  C2 1.488, C3 1.476, S11 1.915, H16 1.001
5 C 2.10179 1.43968 -0.50540  C7 1.469, H17 1.021, H18 1.119, H19 1.093
6 C 3.20292 -0.70480 0.09150  C7 1.423, H20 1.142, H21 1.100, H22 1.054
7 C 2.50585 0.46121 0.51372  C5 1.469, C6 1.423, H23 1.114
8 N -1.08490 0.06551 2.15286  S11 1.513, H24 0.999
9 O -1.07542 1.48131 0.16136  S11 1.453
10 S 0.21823 -2.34527 0.00062  C1 1.626
11 S -1.17004 0.11334 0.64340  C1 1.690, C4 1.915, N8 1.513, O9 1.453
12 H -3.59331 1.29732 0.22913  C2 1.131
13 H -4.76660 -0.19726 0.46324  C2 1.130
14 H -3.95081 -1.20319 -1.86118  C3 1.182
15 H -2.71319 0.29951 -1.93641  C3 1.104
16 H -2.75488 -1.58197 0.56748  C4 1.001
17 H 2.85124 2.12307 -0.62234  C5 1.021
18 H 1.15860 1.92900 -0.15327  C5 1.119
19 H 1.72836 0.94622 -1.40580  C5 1.093
20 H 4.30410 -0.60111 0.37626  C6 1.142
21 H 3.08877 -0.80154 -0.99858  C6 1.100
22 H 2.85270 -1.56863 0.58313  C6 1.054
23 H 2.71458 0.83934 1.54099  C7 1.114
24 H -1.72370 -0.55356 2.60671  N8 0.999

***

Which of them is most stable, and which least? Most stable: arrangement i; least stable: arrangement ii.

***

Arrangement i

The following is a DFT calculation (ωB97M-V/def2-TZVPD) of a 3-piece molecular cluster, C3H12NO2 overall.

* net charge: +1
* E_HOMO: -13.7 eV
* multiplicity: 1

Each atom is followed by the atoms it is bonded to, with distances in Å.
CARTESIAN COORDINATES (ANGSTROEM)
1 C 0.29017 -2.46674 1.24904  C2 1.523, H5 1.123, H6 1.086, H7 1.078
2 C -0.21516 -1.55106 0.14153  C1 1.523, C3 1.358, H8 1.100
3 C -1.43929 -1.19747 -0.32743  C2 1.358, N4 1.486, H9 1.138
4 N -1.73737 0.13058 -0.92364  C3 1.486, H10 1.050, H11 1.155, H12 1.053
5 H 1.06399 -1.83909 1.76806  C1 1.123
6 H 0.74743 -3.42460 1.01721  C1 1.086
7 H -0.53620 -2.72719 1.88978  C1 1.078
8 H 0.66038 -0.92696 -0.08990  C2 1.100
9 H -2.38658 -1.82454 -0.39950  C3 1.138
10 H -2.16977 -0.05216 -1.86276  N4 1.050
11 H -0.75881 0.70548 -1.13994  N4 1.155
12 H -2.46579 0.65730 -0.37509  N4 1.053
13 H 1.02688 1.93455 -0.26495  O15 1.174
14 H 1.14795 1.58713 -1.80966  O15 0.997
15 O 0.38972 1.53053 -1.16465  H13 1.174, H14 0.997
16 H 2.27489 3.29638 0.98400  O18 0.988
17 H 1.86770 2.14673 1.86363  O18 0.932
18 O 2.09469 2.32504 0.97788  H16 0.988, H17 0.932

***

Arrangement ii

The following is a DFT calculation (ωB97M-V/def2-TZVPD) of a 2-piece molecular cluster, C3H12NO2 overall.

* net charge: +1
* E_HOMO: -14.1 eV
* multiplicity: 1

Each atom is followed by the atoms it is bonded to, with distances in Å.
CARTESIAN COORDINATES (ANGSTROEM)
1 C -0.08347 0.23303 -0.92986  C2 1.538, N5 1.517, H6 1.079, H7 1.088
2 C 0.01338 -0.95040 0.04826  C1 1.538, C3 1.532, H8 1.089, H9 1.090
3 C 1.32634 -1.70965 -0.16815  C2 1.532, O4 1.414, H10 1.090, H11 1.090
4 O 2.24646 -0.87940 -0.84800  C3 1.414, H12 0.960
5 N -1.43306 0.90235 -0.74947  C1 1.517, H13 1.020, H14 1.019, H15 1.028
6 H 0.65360 1.00645 -0.77881  C1 1.079
7 H -0.09294 -0.14075 -1.95146  C1 1.088
8 H -0.82017 -1.59191 -0.23301  C2 1.089
9 H -0.15837 -0.58053 1.05879  C2 1.090
10 H 1.15439 -2.61485 -0.75069  C3 1.090
11 H 1.74445 -2.01433 0.79079  C3 1.090
12 H 3.11095 -0.89498 -0.43163  O4 0.960
13 H -1.54711 1.62493 -1.46057  N5 1.020
14 H -2.21666 0.25638 -0.83648  N5 1.019
15 H -1.49030 1.36182 0.16827  N5 1.028
16 H -0.61339 2.73359 2.17269  O18 0.967
17 H -0.72653 1.37288 2.82212  O18 0.966
18 O -1.06761 1.88540 2.07721  H16 0.967, H17 0.966

***

Which of them is most stable, and which least? Most stable: arrangement ii; least stable: arrangement i.

***

Arrangement i

The following is a DFT calculation (ωB97M-V/def2-TZVPD) of a 3-piece molecular cluster, C3H12NO2 overall.

* net charge: +1
* E_HOMO: -14.0 eV
* multiplicity: 1

Each atom is followed by the atoms it is bonded to, with distances in Å.
CARTESIAN COORDINATES (ANGSTROEM)
1 C -0.76486 -1.54449 0.93999  C2 1.479, H5 1.089, H6 1.093, H7 1.088
2 C -0.38162 -0.23412 1.50856  C1 1.479, C3 1.331, N4 1.507
3 C -1.14122 0.64658 2.15538  C2 1.331, H8 1.080, H9 1.083
4 N 1.04073 0.19781 1.26071  C2 1.507, H10 1.004, H11 1.004, H12 1.063
5 H -0.97452 -1.48041 -0.12645  C1 1.089
6 H 0.02865 -2.28054 1.09174  C1 1.093
7 H -1.66772 -1.92995 1.40878  C1 1.088
8 H -1.06015 1.72272 2.10649  C3 1.080
9 H -1.99892 0.20366 2.64603  C3 1.083
10 H 1.73894 -0.50561 1.42413  N4 1.004
11 H 1.27715 1.03125 1.76746  N4 1.004
12 H 1.01570 0.47260 0.23423  N4 1.063
13 H 0.33391 0.80017 -2.05538  O15 0.987
14 H 1.63976 1.59340 -1.67559  O15 0.966
15 O 1.00152 0.94937 -1.34362  H13 0.987, H14 0.966
16 H 0.39263 0.60121 -4.26046  O18 0.965
17 H -0.16711 -0.58498 -3.42628  O18 0.965
18 O -0.31288 0.34131 -3.65573  H16 0.965, H17 0.965

***

Arrangement ii

The following is a DFT calculation (ωB97M-V/def2-TZVPD) of a 2-piece molecular cluster, C3H12NO2 overall.

* net charge: +1
* E_HOMO: -14.7 eV
* multiplicity: 1

Each atom is followed by the atoms it is bonded to, with distances in Å.
CARTESIAN COORDINATES (ANGSTROEM)
1 C 0.53885 -0.12828 0.99134  C2 1.590, N5 1.552, H6 1.080, H7 1.101
2 C -0.35370 1.13104 0.60806  C1 1.590, C3 1.527, O4 1.416, H8 1.096
3 C -1.39969 1.37767 1.69288  C2 1.527, H9 1.102, H10 1.093, H11 1.077
4 O -1.04197 0.92349 -0.61229  C2 1.416, H12 0.959
5 N 1.39643 -0.49656 -0.24910  C1 1.552, H13 1.017, H14 1.023, H15 1.048
6 H -0.09277 -0.95132 1.29162  C1 1.080
7 H 1.32558 -0.01153 1.75196  C1 1.101
8 H 0.32894 1.97274 0.44171  C2 1.096
9 H -2.32354 0.88747 1.34673  C3 1.102
10 H -1.03020 1.05453 2.66934  C3 1.093
11 H -1.71216 2.40313 1.79422  C3 1.077
12 H -1.97007 1.13128 -0.49063  O4 0.959
13 H 1.03106 0.16085 -0.93395  N5 1.017
14 H 2.28738 -0.08762 0.04297  N5 1.023
15 H 1.33159 -1.47888 -0.60791  N5 1.048
16 H 0.58386 -3.15323 -1.63069  O18 0.968
17 H 1.03000 -2.39888 -2.87470  O18 0.965
18 O 0.69214 -2.25753 -1.98154  H16 0.968, H17 0.965

***

Which of them is most stable, and which least? Most stable: arrangement ii; least stable: arrangement i.